[1]
ORCA calculation (ωB97M-V/def2-TZVPD) on a molecular structure, C13H18BrN2O3Ta.

The energy above the lowest of the compared OMol25 structures with the same formula, charge and spin is 0.000 eV. The value obtained for the gap between HOMO and LUMO is 0.3214 hartree. As for the total charge: 0. The LUMO energy comes out at -0.31 eV. The value obtained for the largest force on an atom is 0.0967 Eh/bohr. Its multiplicity is 1.

Cartesian coordinates (Å):
Ta 0.876 -0.683 1.436
Br 2.549 -1.289 2.995
C 1.535 1.068 0.414
C 1.983 1.591 -0.787
C 1.471 2.748 -1.338
C 0.568 3.444 -0.598
C -0.013 2.841 0.536
N 0.448 1.596 1.033
C -2.313 3.409 0.136
O -3.200 3.119 -0.632
O -1.638 4.531 0.600
H 2.631 0.947 -1.351
H 1.938 3.092 -2.259
H 0.123 4.407 -0.951
C -1.813 -1.604 2.676
O -0.804 -0.695 2.187
C -1.244 3.127 1.148
C -1.575 2.592 2.440
H -2.384 -1.138 3.473
H -1.440 -2.554 3.070
H -2.451 -1.851 1.802
H -0.928 2.908 3.162
H -1.664 1.545 2.194
H -2.600 2.754 2.733
C -0.608 -2.036 -1.786
C 0.810 -2.427 -1.313
C 1.761 -1.882 -2.311
C 0.954 -3.950 -1.328
N 1.005 -1.779 0.030
H -0.743 -1.991 -2.876
H -0.849 -1.082 -1.342
H -1.446 -2.663 -1.393
H 1.536 -2.230 -3.307
H 2.799 -2.169 -2.093
H 1.636 -0.796 -2.370
H 0.988 -4.277 -2.351
H 0.148 -4.434 -0.727
H 1.955 -4.188 -0.948

---

[2]
ORCA calculation (ωB97M-V/def2-TZVPD) on a molecular structure, C13H18Cl2MnO5SSe.

The energy above the lowest of the compared OMol25 structures with the same formula, charge and spin is 0.063 eV. Its expectation value of S² is 0.7904. The value obtained for the gap between HOMO and LUMO (alpha / beta) is 0.3053 / 0.3077 hartree. As for the total charge: 0. The LUMO energy (alpha / beta) comes out at 0.35 / 0.20 eV. The value obtained for the largest force on an atom is 0.0148 Eh/bohr. Its multiplicity is 2.

Cartesian coordinates (Å):
Mn -0.273 0.912 -0.711
Cl 2.011 1.117 -0.770
C 2.550 1.030 0.899
C 3.905 1.145 1.137
C 4.355 1.058 2.443
C 3.445 0.857 3.469
C 2.093 0.750 3.192
Cl 1.004 0.496 4.519
C 1.589 0.837 1.886
S -0.126 0.699 1.540
H 4.591 1.296 0.315
H 5.410 1.148 2.662
H 3.776 0.780 4.496
C -2.611 3.008 0.458
C -1.499 3.581 -0.356
C -1.470 5.050 -0.623
O -0.594 2.884 -0.809
H -3.170 3.777 0.985
H -2.214 2.269 1.151
H -3.283 2.477 -0.222
H -2.475 5.465 -0.651
H -0.936 5.259 -1.547
H -0.932 5.525 0.202
O -2.274 0.336 -0.879
Se -1.921 -0.422 -2.306
O -1.571 -2.064 -1.902
O -0.441 0.263 -2.649
O -3.041 -0.477 -3.437
C 0.485 -4.093 -1.966
C -0.273 -3.695 -0.702
C -1.472 -4.608 -0.457
C -0.704 -2.240 -0.756
H 0.879 -5.105 -1.872
H 1.322 -3.417 -2.156
H -0.176 -4.064 -2.833
H 0.405 -3.757 0.155
H -2.184 -4.531 -1.281
H -1.990 -4.339 0.466
H -1.152 -5.647 -0.378
H -1.231 -1.945 0.151
H 0.193 -1.613 -0.868

---

[3]
ORCA calculation (ωB97M-V/def2-TZVPD) on a molecular structure, C13H18Cl5I2OP2V.

The energy above the lowest of the compared OMol25 structures with the same formula, charge and spin is 0.813 eV. Its expectation value of S² is 2.0574. The value obtained for the gap between HOMO and LUMO (alpha / beta) is 0.1956 / 0.1501 hartree. As for the total charge: +2. The LUMO energy (alpha / beta) comes out at -9.33 / -10.56 eV. The value obtained for the largest force on an atom is 0.1712 Eh/bohr. Its multiplicity is 3.

Cartesian coordinates (Å):
I -2.792 0.460 -0.383
I 1.240 0.758 -1.994
V -0.267 0.424 0.156
P -0.485 -2.011 -0.948
C -0.881 -3.388 0.181
C -1.652 -2.333 -2.329
H -1.517 -3.375 -2.662
H 0.795 -3.746 -2.034
H -1.427 -1.643 -3.155
H 1.307 -2.101 -2.605
H -1.736 -3.119 0.801
H -2.682 -2.175 -1.989
C 1.026 -2.709 -1.730
H -1.063 -4.318 -0.375
H 1.859 -2.700 -1.013
H -0.006 -3.547 0.818
P -0.321 3.162 -0.968
C -0.652 4.346 0.391
C 1.008 4.106 -1.836
H -1.680 2.980 -2.991
H -1.589 4.663 -2.368
H -2.669 3.458 -1.575
C -1.712 3.605 -2.090
H 1.260 3.598 -2.774
H 0.663 5.128 -2.046
H -0.646 5.360 -0.030
H 0.128 4.247 1.156
H 1.894 4.140 -1.194
H -1.627 4.113 0.835
C -0.482 1.433 1.715
O -0.597 2.057 2.710
Cl -1.715 -0.946 2.839
C 0.020 -1.201 2.862
C 0.792 -0.603 1.881
C 2.128 -0.933 1.785
Cl 3.212 0.093 0.860
C 2.619 -2.109 2.405
Cl 4.058 -2.876 1.783
C 1.800 -2.779 3.369
Cl 2.311 -4.276 3.970
C 0.527 -2.254 3.695
Cl -0.448 -2.990 4.880

---

[4]
ORCA calculation (ωB97M-V/def2-TZVPD) on a molecular structure, C13H18ClN3O2S2.

The energy above the lowest of the compared OMol25 structures with the same formula, charge and spin is 13.360 eV. The value obtained for the gap between HOMO and LUMO is 0.3036 hartree. As for the total charge: 0. The LUMO energy comes out at -0.08 eV. The value obtained for the largest force on an atom is 0.2846 Eh/bohr. Its multiplicity is 1.

Cartesian coordinates (Å):
C 6.725 0.524 -0.730
C 5.395 0.150 -0.596
C 4.928 -1.033 -0.859
C 3.502 -1.492 -0.642
C 2.572 -0.686 -0.295
C 2.935 0.703 0.130
C 4.230 0.974 0.026
Cl 4.815 2.745 0.026
H 2.260 1.577 0.329
N 1.251 -0.933 0.014
C 0.246 -0.224 0.954
N -1.070 -0.807 0.683
C -1.961 -0.746 1.646
H -2.595 -1.357 1.937
C -2.847 0.588 1.134
N -3.488 0.193 0.117
S -4.673 1.012 -0.468
O -4.670 2.434 0.127
O -4.710 1.143 -2.006
C -6.116 0.335 0.362
H -5.999 0.294 1.226
H -6.197 -0.624 0.008
H -7.006 0.915 0.027
C -2.466 -0.011 -0.822
H -1.755 0.981 -1.405
C -1.466 -1.213 -0.510
H -2.175 -2.301 -0.370
H -0.748 -1.291 -1.277
H -2.990 -0.341 -1.817
H -2.180 1.464 1.235
H -3.632 0.931 1.911
H -1.527 -0.328 2.571
S 0.760 0.583 2.225
H 0.966 -1.899 -0.437
H 3.077 -2.535 -0.806
H 5.495 -1.675 -1.155
H 6.777 1.332 -1.721
H 7.117 0.905 0.378
H 7.223 -0.289 -1.151